A structure of composition C19H15BrN4O3S in a non-equilibrium geometry, computed with ωB97M-V with the def2-TZVPD basis set.

Each line ends with the natural charge from an NBO analysis.
Positions of all 43 atoms, in Å:
C -4.700 -3.084 1.756  -0.6463
C -3.429 -2.578 0.883  -0.0257
C -2.134 -2.574 1.374  -0.2265
C -1.158 -2.244 0.643  -0.1679
C -1.369 -1.826 -0.738  -0.3550
C -2.734 -1.614 -1.045  0.3493
C -3.853 -2.121 -0.192  -0.2636
H -4.771 -1.868 -0.907  0.2610
O -3.052 -0.932 -2.404  -0.5363
C -1.952 -0.349 -3.038  -0.1144
C -1.363 0.952 -2.213  0.4958
N -0.173 1.214 -2.416  -0.3172
N 0.159 1.878 -1.484  -0.2607
C -0.974 2.299 -0.716  0.0266
S -1.341 3.173 0.494  0.3978
C 0.311 3.622 1.189  -0.5392
C 1.360 2.331 1.056  0.3004
C 0.974 1.199 1.572  -0.3154
C 2.001 0.262 1.259  0.5921
O 1.708 -0.948 1.791  -0.6776
N 3.064 0.503 0.539  -0.3981
C 3.884 -0.391 0.538  0.1638
C 5.170 -0.115 -0.193  -0.0994
C 5.425 1.138 -0.488  -0.2455
C 4.589 2.246 -0.659  -0.2050
C 3.438 1.830 0.225  0.4238
N 2.510 2.591 0.420  -0.5162
H 4.801 3.259 -0.745  0.2479
H 6.344 1.246 -1.051  0.2306
Br 6.434 -1.674 -0.502  0.0414
H 3.712 -1.354 0.680  0.2480
H 0.037 1.025 1.849  0.2407
H 0.334 4.098 2.094  0.2406
H 0.705 4.301 0.358  0.2459
O -1.997 1.355 -1.253  -0.3666
H -2.459 0.355 -3.848  0.2040
H -1.198 -0.989 -3.576  0.2188
H -0.532 -1.296 -0.873  0.2278
H -0.234 -2.233 1.093  0.2388
H -2.253 -2.968 2.474  0.2177
H -4.655 -4.251 1.849  0.2204
H -4.843 -2.663 2.941  0.2183
H -5.788 -2.803 1.262  0.2250

Properties
**HOMO energy**: -7.92 eV
**LUMO level**: -1.03 eV